Record 1
# C31H51AsFN4O6SSi3Sn

A molecular structure, C31H51AsFN4O6SSi3Sn in a non-equilibrium geometry (ωB97M-V/def2-TZVPD, the OMol25 dataset).

```
99
Properties=species:S:1:pos:R:3:mulliken_charge:R:1
Sn 0.25018 -4.00043 -0.33972 0.717
C -0.79546 2.28718 4.28338 -0.919
C -2.02421 1.52024 3.76769 -1.135
N -1.52038 0.67796 2.61467 0.731
C -1.20920 -0.59173 2.92474 -0.668
C -0.71824 -1.46873 1.94525 -0.467
C -0.41277 -2.82727 2.49048 0.315
O -0.65343 -3.00837 3.68954 -0.738
O -0.16895 -3.81599 1.69085 -0.584
C -0.78585 -1.14133 0.57964 2.022
O -0.58587 -1.95595 -0.39386 -1.320
C -1.15508 0.25681 0.27723 1.694
C -1.11748 0.64143 -1.06340 -0.708
C -1.25538 1.97660 -1.30745 0.186
F -0.90617 2.46039 -2.50637 -0.490
C -1.79835 2.82636 -0.33084 -1.156
C -1.81298 2.46873 0.97879 -0.480
C -1.45072 1.17128 1.30275 -0.419
N -2.20601 4.07611 -0.85274 0.506
C -3.40237 4.06658 -1.73476 -0.707
C -4.54493 4.60434 -0.95676 -0.645
N -4.23586 6.03363 -0.46385 0.078
C -2.77145 6.39288 -0.66962 -1.136
C -1.86334 5.28807 -0.16245 -0.378
H -1.22855 3.17551 4.74778 0.404
H -0.12202 2.60964 3.43605 0.199
H -0.21489 1.68808 5.01885 0.323
H -2.78178 2.20255 3.42130 0.412
H -2.47701 0.79748 4.44482 0.609
H -1.14621 -0.85557 3.96972 0.758
H -0.99120 -0.03305 -1.86013 0.649
H -2.23754 3.16400 1.75686 0.088
H -3.63412 2.99213 -2.00920 0.241
H -3.17176 4.63959 -2.60082 0.477
H -4.88534 3.91386 -0.11764 0.322
H -5.43467 4.77344 -1.61936 0.349
H -4.47559 6.19585 0.51304 0.347
H -4.76827 6.58891 -1.07205 0.371
H -2.58723 7.37121 -0.33881 0.521
H -2.58851 6.31493 -1.78138 0.407
H -1.80042 5.20032 0.92473 0.440
H -0.79167 5.60534 -0.50126 0.223
C 3.66963 -3.89990 -3.02296 -0.955
Si 4.49806 -3.39355 -1.40860 0.470
C 6.05515 -2.37629 -1.67398 -1.049
C 4.87753 -4.92638 -0.45757 -0.997
As 2.77990 -2.25674 -0.21604 0.257
Si 3.97961 -1.25115 1.64461 0.134
C 5.38603 -0.29488 0.88861 -1.053
C 2.63599 -0.20181 2.45447 -0.688
C 4.64359 -2.69351 2.61669 -0.961
Si 2.49529 -0.51876 -1.81730 0.512
C 1.23966 -1.12394 -3.00818 -0.629
C 3.91035 -0.13124 -3.00638 -1.335
C 2.21744 1.04710 -0.97033 -0.354
H 4.49558 -4.23064 -3.66658 0.408
H 3.11174 -3.09421 -3.49801 0.126
H 2.95698 -4.79518 -2.97959 0.243
H 6.82506 -2.79879 -2.36113 0.416
H 6.54895 -2.05224 -0.78551 0.382
H 5.77843 -1.44076 -2.15947 0.210
H 5.56992 -5.55509 -1.04998 0.351
H 3.97440 -5.60870 -0.36041 0.221
H 5.23843 -4.78741 0.57211 0.297
H 5.19084 0.22930 -0.02879 0.285
H 6.21747 -0.98606 0.71502 0.241
H 5.61759 0.46917 1.66912 0.443
H 1.74220 -0.57625 1.90843 -0.296
H 2.68952 0.90462 2.39087 0.393
H 2.50123 -0.47690 3.47772 0.591
H 5.31749 -3.28825 1.93153 0.080
H 3.78650 -3.30360 2.90136 0.289
H 5.25603 -2.37539 3.44633 0.444
H 1.07661 -0.49256 -3.87892 0.510
H 0.25233 -1.30292 -2.59762 -0.370
H 1.65173 -1.98446 -3.51748 0.420
H 4.34208 -0.91533 -3.59558 0.431
H 4.69090 0.36804 -2.44030 0.287
H 3.55050 0.70978 -3.63835 0.342
H 2.27141 1.98688 -1.58417 0.410
H 3.01403 1.20777 -0.24423 0.320
H 1.26022 1.03820 -0.41906 -0.247
N -2.48257 -4.26033 -0.62701 -0.552
C -3.34669 -3.17197 -0.36384 0.694
C -3.80566 -2.80236 0.94904 -0.670
C -4.42427 -1.55456 1.09834 -0.092
C -4.82864 -0.80745 -0.02445 -0.306
C -4.52421 -1.30376 -1.29166 -0.883
C -3.75690 -2.39897 -1.48170 -0.680
S -5.45157 0.88835 -0.06312 1.447
O -6.73190 0.79625 -0.73526 -0.746
O -5.45769 1.61897 1.21518 -0.753
O -4.38871 1.38969 -0.96919 -0.668
H -2.58280 -4.92277 0.17511 0.377
H -2.62414 -4.70039 -1.52466 0.267
H -3.57120 -3.40333 1.81692 0.332
H -4.60764 -1.12402 2.10070 0.462
H -4.82006 -0.70819 -2.13636 0.409
H -3.43071 -2.64614 -2.46404 0.340
```

Computed properties:
E_HOMO: -9.8004 eV
Net charge: +1

***

Record 2
# C3H3Cl3O3S

A single C3H3Cl3O3S molecule in a non-equilibrium geometry (ωB97M-V/def2-TZVPD, the OMol25 dataset).

```
13
Properties=species:S:1:pos:R:3:nbo_charge:R:1
C -0.10370 0.12155 -0.31756 -0.210
C -0.14917 -1.32012 -0.09013 0.179
C 1.09173 0.93115 -0.69469 -0.690
O -0.02908 0.78409 2.34743 -0.876
O -2.18290 0.74322 1.30100 -0.862
O -0.76112 -1.33700 1.16314 -0.653
S -0.86822 0.27797 1.30660 2.348
Cl -1.48471 0.72011 -1.71412 -0.081
Cl 1.48894 -2.21971 0.00708 -0.014
Cl -1.18124 -2.31786 -1.13337 0.061
H 1.79568 0.44848 -1.46340 0.268
H 1.63406 1.15929 0.24840 0.259
H 0.74972 2.00881 -0.96038 0.270
```

Computed properties:
E_HOMO: -11.2429 eV

***

Record 3
# C22H31N3O5S

A single C22H31N3O5S molecule (ωB97M-V/def2-TZVPD, the OMol25 dataset).

```
62
Properties=species:S:1:pos:R:3:nbo_charge:R:1
C -1.42785 0.01644 -5.04741 -0.617
C -0.59541 1.22938 -4.63006 -0.209
N 0.29919 0.92480 -3.53362 -0.438
C 1.60162 0.37623 -3.88101 -0.215
C 2.64381 1.47528 -4.06099 -0.615
C 0.00938 1.06302 -2.22542 0.687
O 0.80398 0.79367 -1.34748 -0.641
C -1.38895 1.61410 -1.87374 -0.303
N -1.70463 1.29315 -0.51283 -0.352
C -2.41958 0.20255 -0.13597 0.081
C -2.37696 0.05591 1.22221 -0.463
S -3.01987 -1.34456 2.07288 2.198
O -2.51518 -1.36201 3.42337 -0.957
O -4.44697 -1.41998 1.90553 -0.931
C -2.30231 -2.78582 1.17098 -0.740
C -1.03162 -2.38038 0.46577 0.682
O -1.04255 -2.17591 -0.74107 -0.655
N 0.07663 -2.21795 1.20768 -0.424
C 0.24232 -2.50743 2.61544 -0.257
C 0.92038 -1.32186 3.32514 0.098
C 1.21604 -1.65837 4.77887 -0.621
O 2.13097 -0.97800 2.68673 -0.539
C 1.90723 -0.60092 1.34125 0.100
C 3.22719 -0.16150 0.72911 -0.623
C 1.30106 -1.77510 0.56586 -0.254
C -1.57967 1.11824 1.73482 -0.091
C -1.20561 1.51306 3.01857 -0.193
C -0.39252 2.61730 3.14553 -0.228
C 0.04164 3.33427 2.02675 -0.213
C -0.33654 2.97864 0.74989 -0.243
C -1.15494 1.86486 0.60781 0.220
H -1.99686 -0.37259 -4.20725 0.209
H -2.11603 0.29318 -5.84157 0.216
H -0.78395 -0.78066 -5.40934 0.214
H 0.01658 1.55676 -5.47503 0.207
H -1.24663 2.06214 -4.35861 0.200
H 1.49761 -0.20859 -4.79671 0.193
H 1.90697 -0.28757 -3.06943 0.233
H 2.34723 2.16867 -4.84531 0.199
H 2.76036 2.02687 -3.13194 0.220
H 3.60122 1.03730 -4.32847 0.216
H -1.38215 2.70205 -2.00458 0.230
H -2.15537 1.17491 -2.51178 0.228
H -2.91927 -0.41192 -0.85872 0.237
H -2.18116 -3.58381 1.89589 0.259
H -3.04672 -3.06031 0.42836 0.269
H -0.71480 -2.67679 3.10088 0.240
H 0.88070 -3.39555 2.71881 0.190
H 0.23238 -0.46357 3.27460 0.184
H 0.28690 -1.86391 5.30164 0.217
H 1.71611 -0.81741 5.24984 0.222
H 1.86858 -2.52561 4.83812 0.208
H 1.19410 0.23803 1.31264 0.181
H 3.66860 0.61694 1.34408 0.220
H 3.91805 -0.99877 0.67687 0.202
H 3.03911 0.22729 -0.26602 0.228
H 1.05946 -1.46214 -0.44909 0.264
H 2.01778 -2.60478 0.54331 0.188
H -1.55836 0.95948 3.87477 0.240
H -0.07985 2.94052 4.12705 0.215
H 0.68479 4.18975 2.16940 0.214
H 0.00437 3.53898 -0.10698 0.213
```

Computed properties:
SMILES: CCN(CC)C(=O)Cn1cc(S(=O)(=O)CC(=O)N2C[C@@H](C)O[C@@H](C)C2)c2ccccc21
E_HOMO: -8.3202 eV

***

Record 4
# C4H11NS

2 unconnected molecules or ions with the total composition C4H11NS in a non-equilibrium geometry (ωB97M-V/def2-TZVPD, the OMol25 dataset).

```
17
Properties=species:S:1:pos:R:3:nbo_charge:R:1
C 2.36280 -1.78380 0.26441 -0.053
N 2.46626 -1.54437 -0.98341 -0.397
C 1.60844 -0.59386 -1.61466 -0.455
H 3.20423 -2.33512 0.79982 0.154
H 1.61921 -1.62237 1.06312 0.147
H 1.88756 -0.71179 -2.73526 0.199
H 0.55077 -0.81749 -1.56473 0.189
H 1.89979 0.40938 -1.23775 0.216
C -1.88204 1.65715 -0.63096 -0.742
S -1.13717 1.90210 1.00540 0.160
C -1.54962 0.36802 1.96708 -0.721
H -1.86986 0.60264 -0.91534 0.219
H -2.91448 1.90247 -0.63689 0.208
H -1.33232 2.46125 -1.25059 0.238
H -0.91534 0.36301 2.76821 0.217
H -1.37194 -0.57072 1.38593 0.209
H -2.62630 0.31349 2.31562 0.213
```

Computed properties:
SMILES: C=NC.CSC
E_HOMO: -8.6308 eV

***

Record 5
# C4H9NO

2 unconnected molecules or ions with the total composition C4H9NO (ωB97M-V/def2-TZVPD, the OMol25 dataset).

```
15
Properties=species:S:1:pos:R:3:nbo_charge:R:1
C 2.42289 -0.17544 0.55487 -0.770
C 1.82632 0.84065 -0.20510 -0.307
C -0.22198 0.15342 -0.15430 0.485
O -0.06407 -0.88267 0.56044 -0.671
N -1.48729 0.38467 -0.51709 -0.607
C -2.62304 -0.45116 -0.11893 -0.428
H 1.05125 -0.83940 0.72733 0.453
H 3.03681 -0.92106 0.04562 0.213
H 2.74544 0.05259 1.57341 0.213
H 1.64966 1.81974 0.23540 0.201
H 1.95727 0.86802 -1.28486 0.201
H -1.67919 1.18903 -1.09164 0.397
H -3.54692 -0.02046 -0.51161 0.204
H -2.52101 -1.46889 -0.50685 0.208
H -2.70174 -0.50936 0.97072 0.210
```

Computed properties:
E_HOMO: -8.0739 eV

***

Record 6
# C32H38ClMnN5O2S

A molecular structure, C32H38ClMnN5O2S (ωB97M-V/def2-TZVPD, the OMol25 dataset).

```
80
Properties=species:S:1:pos:R:3:mulliken_charge:R:1
Mn -1.09255 1.19062 -1.76316 0.889
N -0.13527 2.17262 -0.02627 -0.167
C -0.59087 3.51919 -0.24439 0.105
C 0.18447 4.63106 -0.10703 -0.740
C -0.37024 5.91124 -0.32772 -0.817
C -1.69049 6.05303 -0.64523 -0.873
C -2.50906 4.90978 -0.80783 0.938
C -3.88709 4.96707 -1.12107 -0.552
C -4.59332 3.80829 -1.26551 -1.038
C -3.92027 2.57671 -1.17602 0.027
N -2.63825 2.47556 -0.89645 0.105
C -1.94020 3.63608 -0.65396 0.734
H 0.87379 2.12302 0.05572 0.145
H -0.54291 1.79571 0.82707 0.154
H 1.22000 4.53699 0.19579 0.483
H 0.25883 6.78305 -0.21501 0.417
H -2.12614 7.03424 -0.78003 0.420
H -4.36630 5.93097 -1.23865 0.447
H -5.65007 3.81152 -1.48876 0.451
H -4.45209 1.65557 -1.37024 0.342
S -2.25495 0.52349 -3.58544 -0.302
C -3.74246 -0.22857 -2.98594 1.191
C -3.94577 -0.61132 -1.66117 -1.010
C -5.13378 -1.21523 -1.27152 -0.584
C -6.13074 -1.45941 -2.20392 -0.684
C -5.93327 -1.08203 -3.52557 -0.507
C -4.75544 -0.46430 -3.91542 -0.846
H -3.18475 -0.41653 -0.91159 0.780
H -5.27599 -1.49743 -0.23604 0.440
H -7.05288 -1.93785 -1.90410 0.408
H -6.70434 -1.26585 -4.26213 0.390
H -4.61360 -0.16650 -4.94634 0.465
C 4.39532 -0.78579 -0.37523 -2.129
C 3.97015 -1.41928 0.95828 2.721
C 3.05767 -0.45571 1.72908 -1.467
C 5.25498 -1.56214 1.79193 -2.133
C 3.33995 -2.83421 0.70947 1.622
O 4.38882 -3.67858 0.19501 -0.694
C 2.79054 -3.55216 1.97067 -1.301
C 1.32272 -3.51105 2.42534 -1.398
C 0.85884 -2.26927 3.14436 0.117
C 1.46143 -1.86247 4.33289 -0.255
C 1.06903 -0.70283 4.98143 -0.678
C 0.04381 0.05961 4.44243 0.300
Cl -0.44802 1.52639 5.23134 -0.228
C -0.60622 -0.34664 3.29116 -0.948
C -0.19351 -1.50930 2.65520 -0.097
C 2.41231 -2.94810 -0.52900 -2.427
N 1.12474 -2.25610 -0.61757 1.476
C 0.85208 -0.96991 -0.80035 -0.697
N -0.45044 -0.79566 -0.96542 0.596
C -0.93761 -2.07070 -0.93555 -0.768
N -0.01831 -2.97548 -0.72378 -1.039
H 5.02679 0.08123 -0.17504 0.527
H 3.55560 -0.43197 -0.97589 0.358
H 4.97006 -1.48750 -0.97902 0.391
H 3.43336 0.56353 1.60590 0.619
H 3.05981 -0.67349 2.79657 0.276
H 2.01662 -0.47878 1.41352 -0.092
H 5.60823 -0.56725 2.06713 0.477
H 6.05869 -2.03892 1.23017 0.594
H 5.09764 -2.10887 2.72274 0.356
H 5.01449 -3.86298 0.90318 0.525
H 3.42533 -3.28483 2.81916 0.260
H 2.99969 -4.60383 1.76290 0.490
H 1.20795 -4.35622 3.10981 0.550
H 0.65474 -3.72589 1.59073 0.506
H 2.26392 -2.45417 4.75922 0.407
H 1.54824 -0.38912 5.89849 0.453
H -1.43943 0.23138 2.91149 0.645
H -0.70812 -1.83465 1.76352 0.629
H 2.16431 -3.99967 -0.64760 0.387
H 2.99924 -2.65441 -1.39618 0.553
H 1.59008 -0.18977 -0.81695 0.333
H -1.97479 -2.32746 -1.06798 0.574
C 0.90184 1.15229 -4.00016 -0.936
O 0.39199 1.42901 -2.71920 -0.525
H 0.91469 2.05878 -4.60882 0.285
H 0.30305 0.39604 -4.51632 0.328
H 1.92371 0.77615 -3.90510 0.245
```

Computed properties:
E_HOMO (alpha / beta): -10.5345 / -10.7319 eV
Multiplicity: 5
Expectation value of S²: 6.144
Net charge: +1

***

Record 7
# C2H10O4

4 unconnected molecules or ions with the total composition C2H10O4 in a non-equilibrium geometry (ωB97M-V/def2-TZVPD, the OMol25 dataset).

```
16
Properties=species:S:1:pos:R:3:nbo_charge:R:1
C 1.65165 -0.75537 1.01055 -0.753
C 0.55142 -1.07598 1.94760 0.464
O -0.55567 -1.37006 1.55853 -0.567
H 2.59708 -1.18751 1.35113 0.229
H 1.80468 0.32491 0.89093 0.265
H 1.50225 -1.00865 -0.04263 0.256
H 0.78202 -1.02193 3.02564 0.119
O -2.15862 -0.40788 -0.47592 -0.972
H -1.38862 -0.72780 0.00106 0.491
H -2.77097 -0.33768 0.26474 0.470
O -0.77097 2.35417 -0.68710 -0.950
H -0.61817 2.41072 -1.63813 0.473
H -1.61043 1.88774 -0.59328 0.487
O 0.67086 0.44701 -2.17788 -0.970
H -0.09155 0.69713 -1.62831 0.485
H 0.40504 -0.22882 -2.80695 0.473
```

Computed properties:
SMILES: CC=O.O.O.O
E_HOMO: -10.5577 eV

***

Record 8
# C5H9NOS

A single C5H9NOS molecule in a non-equilibrium geometry (ωB97M-V/def2-TZVPD, the OMol25 dataset).

```
17
Properties=species:S:1:pos:R:3:nbo_charge:R:1
C -2.51828 -0.86698 -0.00001 -0.422
N -1.08514 -1.00808 -0.34992 -0.418
C -0.10368 -1.27455 0.70101 -0.308
C 0.84055 -0.38278 -0.08254 -0.045
S 2.42011 -0.21613 -0.03270 0.094
C -0.31827 0.15315 -0.89761 -0.169
C -0.54190 1.57322 -0.45310 -0.075
O -0.52848 1.72945 0.91533 -0.706
H -3.07770 -0.56843 -0.94768 0.202
H -2.59858 -0.04395 0.76070 0.184
H -2.86000 -1.86106 0.34257 0.212
H -0.27403 -0.86134 1.71284 0.209
H 0.24400 -2.32245 0.88485 0.210
H -0.27060 0.18341 -1.96869 0.220
H -1.49692 2.11819 -0.79539 0.163
H 0.32482 2.08610 -0.90230 0.177
H -1.03941 2.73620 0.95656 0.474
```

Computed properties:
SMILES: CN1CC(=S)[C@@H]1CO
E_HOMO: -8.5240 eV

***

What relative energy (zero: lowest compared OMol25 entry of this formula, charge and spin) values result from the calculations? In sequence: 1.568; 1.315; 0.862; 2.206; 3.697; 0.000; 0.307; 3.553 eV.